[1]
144
Properties=species:S:1:pos:R:3:forces:R:3 method="wB97M-V/def2-TZVPD" e_homo_ev=-4.3 fmax_ev_per_a=0.42 charge=-1 multiplicity=1
C -2.6199 2.7554 -3.8396 0.0 0.0 0.0
C -2.0363 3.2139 -2.4979 0.0 -0.1 -0.1
C -1.6934 4.7123 -2.4354 0.0 0.1 -0.1
C -0.2047 5.0395 -2.5435 0.1 0.0 0.2
C 0.5000 4.6677 -3.8550 -0.1 0.1 -0.1
C 2.0056 4.4657 -3.6276 0.0 0.2 0.2
In 2.8228 2.4583 -3.1815 0.1 0.1 -0.2
C 1.7743 0.6924 -4.0170 -0.1 -0.2 0.0
C 0.5178 0.1597 -3.2795 0.0 -0.2 0.0
C 0.8586 -1.1968 -2.6789 -0.1 0.1 -0.1
I -0.8209 -2.1164 -1.6273 0.0 0.1 0.0
O 2.8085 2.2521 -1.0975 0.1 0.1 -0.1
C 3.7805 1.4384 -0.5224 -0.2 -0.2 0.3
C 3.9296 1.7963 0.9665 0.0 0.2 -0.1
C 5.1686 1.1647 1.6126 -0.1 -0.1 0.0
C 2.6372 1.4243 1.7152 -0.2 0.0 0.2
C 2.0702 2.5524 2.5956 0.2 0.0 -0.1
C 1.0679 2.0339 3.6338 0.0 -0.1 0.0
C 1.4342 3.6423 1.7238 0.0 0.0 0.0
H -1.8677 2.7575 -4.6355 -0.1 0.0 0.1
H -3.0305 1.7399 -3.7829 0.1 0.1 0.0
H -3.4295 3.4329 -4.1443 0.1 -0.1 0.0
H -1.1428 2.6251 -2.2501 -0.1 0.1 -0.1
H -2.7711 2.9966 -1.7205 0.0 0.0 0.1
H -2.2431 5.2352 -3.2339 0.0 0.0 0.1
H -2.0694 5.1180 -1.4894 0.0 0.0 -0.1
H -0.0776 6.1196 -2.3720 0.1 -0.2 0.0
H 0.3276 4.5368 -1.7206 -0.1 0.0 -0.1
H 0.0206 3.7753 -4.2841 0.2 0.1 0.1
H 0.3319 5.4782 -4.5858 -0.1 -0.2 0.1
H 2.2979 5.0919 -2.7664 0.0 -0.1 -0.2
H 2.5889 4.8410 -4.4789 -0.1 -0.1 0.1
H 4.5308 2.4065 -3.7124 0.0 0.0 0.1
H 2.5531 -0.0861 -4.0126 -0.1 0.1 0.0
H 1.5317 0.8728 -5.0730 0.0 0.0 0.1
H 0.1733 0.8268 -2.4788 0.1 -0.1 -0.1
H -0.3288 0.0358 -3.9720 0.1 0.1 0.1
H 1.1034 -1.9334 -3.4456 0.0 0.1 0.1
H 1.6527 -1.1540 -1.9353 0.0 0.0 -0.1
H 4.7601 1.5008 -1.0323 -0.1 0.1 0.1
H 3.4838 0.3730 -0.5665 0.2 0.1 -0.1
H 4.0389 2.8929 1.0113 0.1 -0.2 -0.1
H 6.0485 1.2866 0.9709 -0.1 0.0 0.1
H 5.0220 0.0885 1.7795 0.0 0.1 -0.1
H 5.3960 1.6067 2.5937 -0.1 -0.1 -0.1
H 1.8724 1.1435 0.9786 0.1 0.0 0.1
H 2.8361 0.5505 2.3559 -0.1 0.1 -0.1
H 2.9375 2.9703 3.1331 -0.2 0.1 0.0
H 0.9689 2.7258 4.4802 0.0 0.0 -0.1
H 0.0705 1.9118 3.1911 0.1 0.0 0.0
H 1.3755 1.0570 4.0306 0.0 0.2 0.0
H 1.0281 4.4652 2.3280 0.1 -0.1 0.0
H 2.1441 4.0444 0.9942 -0.1 -0.1 0.1
H 0.6105 3.2081 1.1429 0.1 0.0 0.1
C -5.0091 5.1647 2.5404 0.0 -0.1 0.0
S -4.0068 6.0078 1.3174 0.0 0.0 0.1
O -4.1794 5.2641 0.0332 -0.1 0.0 0.0
C -2.4152 5.5097 1.9849 0.0 0.0 0.0
H -6.0476 5.2814 2.2395 0.0 0.0 0.0
H -4.7553 4.1059 2.5309 0.0 0.0 0.0
H -4.8737 5.6150 3.5228 0.0 0.1 -0.1
H -2.3752 4.4212 2.0214 0.0 0.0 0.0
H -2.2970 5.9409 2.9788 0.0 0.0 0.0
H -1.6418 5.8869 1.3182 0.0 0.0 0.0
C 3.3330 -4.0297 -0.9206 -0.1 0.0 0.1
S 4.6051 -2.7728 -1.0060 0.0 0.0 0.0
O 4.0483 -1.6670 -1.8261 0.0 0.0 -0.1
C 5.7213 -3.6791 -2.0905 0.0 -0.1 0.0
H 2.5377 -3.6222 -0.2987 0.0 0.0 0.1
H 2.9672 -4.2447 -1.9237 0.0 0.0 0.0
H 3.7363 -4.9349 -0.4678 0.0 0.0 0.0
H 5.1885 -3.9294 -3.0076 0.0 0.0 0.0
H 6.0652 -4.5813 -1.5836 0.0 0.0 0.0
H 6.5609 -3.0208 -2.3049 0.0 0.0 0.0
C -7.6072 2.5153 -0.3276 0.0 0.0 0.0
S -6.4518 1.5164 0.6211 0.1 0.1 -0.1
O -6.1573 2.2995 1.8537 -0.1 -0.1 0.2
C -5.0472 1.7846 -0.4557 0.1 -0.1 -0.1
H -8.5472 2.5350 0.2208 0.0 0.0 0.0
H -7.1985 3.5217 -0.4201 0.0 0.0 0.0
H -7.7575 2.0638 -1.3084 0.0 0.0 0.0
H -4.8512 2.8567 -0.5015 0.0 0.0 0.0
H -5.2480 1.3663 -1.4424 0.0 0.0 0.0
H -4.1955 1.2742 -0.0095 0.0 0.0 0.0
C 2.5840 -7.7147 -4.9314 0.0 0.0 0.0
S 3.5715 -7.9064 -3.4433 0.0 0.0 -0.2
O 3.3849 -6.6572 -2.6606 0.0 0.1 0.1
C 5.1740 -7.7604 -4.2456 0.0 0.0 0.0
H 1.5399 -7.7228 -4.6246 -0.1 0.0 0.0
H 2.8281 -6.7599 -5.3961 0.0 0.0 0.0
H 2.7788 -8.5456 -5.6096 0.0 0.0 0.0
H 5.2245 -6.8029 -4.7635 0.0 0.0 0.0
H 5.3134 -8.5901 -4.9388 0.0 0.0 0.0
H 5.9297 -7.8010 -3.4637 0.0 0.0 0.0
C 4.1206 3.2237 7.4181 0.0 0.1 0.0
S 4.4653 2.7143 5.7263 -0.1 -0.1 0.0
O 5.1261 1.3872 5.8261 0.0 0.0 0.0
C 5.7654 3.9151 5.4189 0.0 0.0 0.0
H 3.3519 2.5557 7.8008 0.0 0.0 0.0
H 5.0301 3.1282 8.0111 0.0 0.0 0.0
H 3.7540 4.2504 7.4233 0.0 0.0 0.0
H 6.5591 3.7783 6.1531 0.0 0.0 0.0
H 5.3489 4.9212 5.4683 0.0 0.0 0.0
H 6.1420 3.7219 4.4161 0.0 0.0 0.0
C -2.1871 -7.2263 -1.6494 0.0 0.0 0.0
S -1.5654 -6.3252 -3.0719 0.0 0.1 0.1
O -1.4102 -7.3351 -4.1620 0.1 -0.1 -0.1
C 0.0766 -6.0332 -2.4179 -0.1 0.0 0.0
H -3.2005 -7.5470 -1.8814 0.0 0.0 0.0
H -1.5536 -8.0934 -1.4676 0.0 0.0 0.0
H -2.1981 -6.5758 -0.7750 0.0 0.0 0.0
H 0.5408 -6.9933 -2.1921 0.0 0.0 0.0
H 0.0076 -5.3996 -1.5342 0.0 0.0 0.0
H 0.6402 -5.5142 -3.1897 0.1 0.0 0.0
C -0.1032 -2.9251 3.9248 0.0 0.0 0.0
S 1.5590 -2.4314 3.4468 0.0 0.1 -0.1
O 2.1440 -3.5954 2.7310 0.1 -0.1 0.0
C 2.2585 -2.4515 5.1030 0.0 0.0 0.0
H -0.6867 -2.9998 3.0095 0.0 0.0 0.0
H -0.0571 -3.8941 4.4217 0.0 0.0 0.0
H -0.5357 -2.1664 4.5773 0.0 0.0 0.0
H 2.1444 -3.4497 5.5257 0.0 0.0 0.0
H 1.7595 -1.7017 5.7172 0.0 0.0 0.0
H 3.3125 -2.1988 5.0058 0.0 0.0 0.0
C -7.2704 10.2606 3.0655 0.0 0.0 0.0
S -7.5547 8.4931 2.8941 0.0 0.0 0.0
O -6.4837 7.8207 3.6739 0.0 0.0 0.0
C -7.0882 8.3938 1.1633 0.0 0.0 -0.1
H -7.4611 10.5177 4.1052 0.0 0.0 0.0
H -6.2336 10.4776 2.8097 0.0 0.0 0.0
H -7.9563 10.8050 2.4166 0.0 0.0 0.0
H -6.0669 8.7536 1.0398 0.0 0.0 0.0
H -7.7877 8.9855 0.5723 0.0 0.0 0.0
H -7.1447 7.3497 0.8608 0.0 0.0 0.0
C -1.5741 -12.1907 -0.6767 0.0 0.0 0.0
S -2.7971 -10.8915 -0.8946 0.0 0.0 0.1
O -2.6160 -9.9554 0.2458 0.0 0.0 0.0
C -4.2284 -11.9005 -0.4852 0.0 0.0 0.0
H -0.5982 -11.7421 -0.8497 0.0 0.0 0.0
H -1.6385 -12.5673 0.3436 0.0 0.0 0.0
H -1.7488 -12.9844 -1.4032 0.0 0.0 0.0
H -4.1025 -12.2974 0.5217 0.0 0.0 0.0
H -4.3337 -12.7031 -1.2153 0.0 0.0 0.0
H -5.0995 -11.2500 -0.5242 0.0 0.0 0.0

[2]
138
Properties=species:S:1:pos:R:3:forces:R:3 method="wB97M-V/def2-TZVPD" e_homo_ev="0.7 / -6.8" fmax_ev_per_a=3.15 charge=-1 multiplicity=2
C 4.8212 -2.1929 2.2559 0.4 -0.2 0.9
O 4.8907 -1.5571 1.0191 -0.6 0.5 -0.9
H 4.2149 -1.6756 2.9995 -0.3 0.3 -0.1
H 4.3855 -3.1871 2.1570 0.4 -0.1 -0.1
H 5.8466 -2.1623 2.6243 0.0 -0.9 0.6
H 5.2715 -0.7027 1.2351 0.0 0.4 -0.5
C -1.8072 1.2757 -1.7971 0.0 -1.2 1.7
O -2.8447 1.9182 -1.1091 -0.5 2.8 0.1
C -2.5254 2.5278 0.1901 -0.2 -1.6 -0.3
C -3.4388 3.6907 0.5243 1.2 -0.4 0.2
N -4.7527 3.2064 0.7602 -2.2 1.6 -0.1
C -5.5823 4.4502 0.8279 -2.0 -0.3 0.5
C -6.9892 4.0289 1.3775 0.5 -0.9 -1.6
O -8.0695 4.9732 1.5297 0.9 -0.9 -0.2
C -8.3916 5.6036 0.2817 0.4 1.5 1.3
H -2.1146 1.0517 -2.8186 0.3 0.5 0.0
H -1.7551 0.3293 -1.2588 0.6 -0.8 -0.4
H -0.8280 1.7193 -1.6170 0.0 0.4 -0.7
H -1.4870 2.7453 0.4402 0.4 0.2 -1.0
H -2.7375 1.6580 0.8119 -0.2 0.4 1.0
H -3.4542 4.5033 -0.2019 0.5 -0.1 -0.6
H -3.1504 4.1893 1.4497 0.6 -0.2 0.2
H -5.0769 2.8300 -0.1191 0.1 -0.8 -0.1
H -5.7163 4.8719 -0.1682 0.2 0.2 -0.2
H -5.1539 5.2298 1.4579 0.3 -0.2 0.2
H -6.7062 3.3207 2.1562 -0.8 1.0 1.4
H -7.3669 3.2729 0.6892 -0.1 -0.1 -0.7
H -8.5514 5.0124 -0.6200 0.1 -0.6 0.3
H -7.6258 6.3620 0.1193 0.4 -0.1 -0.6
H -9.2529 6.2404 0.4837 -0.4 -0.5 0.0
C -1.5685 -1.7367 1.9015 0.1 -0.1 -0.5
O -0.3335 -1.3587 1.3151 1.3 0.0 0.6
C 0.2825 -2.1168 0.2729 -1.8 -0.7 -1.4
C 1.5812 -1.5279 -0.2310 -1.1 1.4 1.0
N 1.3053 -0.1280 -0.6224 -0.1 -0.6 -0.5
C 2.4578 0.6866 -0.3521 0.4 0.9 -0.4
C 2.3380 2.1337 -0.8477 -0.5 -2.6 0.2
O 1.2548 2.6380 -0.0596 2.1 0.7 -1.0
C 1.2711 4.0411 -0.1100 -1.3 0.4 0.7
H -1.9162 -0.8962 2.5022 0.2 0.1 0.0
H -1.5164 -2.6161 2.5435 0.3 -0.2 0.0
H -2.3387 -1.9175 1.1518 -0.1 -0.1 -0.3
H -0.4666 -2.1087 -0.5188 -0.1 0.2 -0.7
H 0.4131 -3.1953 0.3622 0.1 -0.2 1.3
H 1.9929 -2.0818 -1.0747 0.0 -0.2 0.1
H 2.2519 -1.5456 0.6280 0.6 -0.1 -0.1
H 0.5335 0.1723 -0.0442 -0.1 0.2 0.1
H 3.2967 0.2218 -0.8702 0.3 0.0 0.4
H 2.5908 0.7653 0.7269 0.7 -0.2 0.2
H 2.1462 2.0493 -1.9174 -0.7 0.5 -0.3
H 3.3075 2.6283 -0.7885 -0.2 0.5 0.7
H 1.0466 4.3915 -1.1175 -0.6 0.2 0.0
H 2.1576 4.6047 0.1806 0.8 -0.8 0.2
H 0.5418 4.2668 0.6681 -0.4 0.8 -0.5
C 5.2603 -2.4126 -3.6034 0.3 -0.2 0.6
C 4.5232 -1.0917 -3.2908 1.7 -0.2 -0.9
C 5.2875 0.1383 -3.7359 1.1 -0.7 -0.1
O 3.3715 -1.0882 -4.0660 -1.5 0.0 0.0
H 6.3017 -2.4959 -3.2927 0.2 0.6 0.1
H 5.2289 -2.6602 -4.6644 -0.2 0.2 0.0
H 4.7985 -3.2140 -3.0266 -0.4 -0.2 -0.2
H 4.3154 -1.0629 -2.2212 -0.2 0.1 0.1
H 5.6612 0.0214 -4.7531 -0.5 -0.2 -0.4
H 6.2335 0.1244 -3.1945 -0.1 0.8 0.5
H 4.7069 1.0604 -3.7079 0.2 0.0 0.5
H 2.8000 -1.7668 -3.6992 -0.5 -0.4 -0.1
C -2.9524 -3.5713 6.4114 -1.6 1.3 1.1
C -2.6812 -4.8855 5.7911 -1.0 1.6 -1.9
C -3.4132 -5.1040 4.4824 -1.7 -1.7 0.1
O -1.3908 -4.7061 5.3033 2.1 -1.3 0.4
H -2.8682 -2.7313 5.7219 0.3 -0.2 -0.3
H -2.2638 -3.3813 7.2346 0.0 0.0 0.2
H -3.9672 -3.4882 6.8005 -0.2 -0.1 0.3
H -2.8977 -5.6756 6.5101 0.6 -0.5 -0.1
H -2.9663 -5.9841 4.0199 0.5 0.3 -0.4
H -3.5366 -4.2795 3.7802 0.7 0.2 0.3
H -4.4195 -5.5032 4.6096 -0.4 0.3 0.5
H -0.8763 -4.4660 6.0774 0.7 0.1 -0.1
C 0.8903 0.9698 -4.4988 -0.9 1.6 0.4
C 0.6593 0.3390 -5.8462 2.6 0.1 0.5
C 1.5373 0.9506 -6.9073 1.4 1.3 -0.7
O 1.0618 -0.9796 -5.6955 -1.5 -2.7 -0.7
H 0.6961 2.0173 -4.7292 -0.5 0.5 1.0
H 1.8433 0.9548 -3.9700 0.6 -0.4 -1.1
H 0.2699 0.5233 -3.7217 -0.7 0.4 -0.2
H -0.3639 0.4941 -6.1883 -0.3 -0.9 0.4
H 2.5288 1.2203 -6.5435 0.0 0.3 0.8
H 1.1179 1.8739 -7.3069 -0.1 0.0 -0.2
H 1.9149 0.3304 -7.7203 -1.2 -0.6 -0.3
H 1.9638 -1.0545 -5.3758 0.3 0.6 0.0
C 1.9395 0.3553 3.9475 0.7 -0.7 -0.3
C 1.5203 1.7729 4.0644 -1.0 1.0 -0.6
C 0.2342 2.1188 3.2959 -0.2 -0.5 -0.5
O 1.3689 2.1414 5.4032 0.3 0.7 1.1
H 2.7567 0.1065 4.6246 -0.1 0.3 0.4
H 2.4123 0.2221 2.9745 -0.5 -0.5 -0.4
H 1.1081 -0.3153 4.1647 0.1 -0.2 -0.4
H 2.2908 2.3993 3.6150 0.2 0.2 0.4
H -0.2300 3.0707 3.5535 0.6 0.3 0.1
H -0.5799 1.4118 3.4559 0.1 -0.5 0.2
H 0.4378 2.1035 2.2252 0.0 0.0 -0.1
H 0.6288 1.6591 5.7789 -0.1 -0.1 0.0
C -0.7257 -6.3425 1.1384 1.3 0.6 0.2
C -0.8727 -7.5861 0.3292 0.1 -1.1 0.0
C -1.1470 -8.8363 1.1347 -0.4 -1.0 1.0
O -1.9726 -7.4760 -0.5255 -1.3 0.5 -1.2
H -1.5308 -6.2184 1.8627 -0.1 0.0 -0.1
H -0.6317 -5.4521 0.5168 -0.4 0.0 -0.2
H 0.2227 -6.3514 1.6756 0.0 -0.2 0.4
H -0.1063 -7.8292 -0.4068 0.8 0.6 0.4
H -1.8812 -8.6313 1.9139 -0.7 0.3 -0.3
H -0.4524 -9.3866 1.7694 1.1 0.5 -0.5
H -1.5383 -9.5718 0.4318 -0.2 -0.1 0.1
H -2.7770 -7.6405 -0.0281 -0.2 0.1 0.1
C 1.4903 -4.9866 -2.4219 -1.0 0.5 -0.2
C 0.6753 -4.4642 -3.6132 -1.9 -0.5 1.1
C -0.7178 -3.8670 -3.2053 0.8 0.7 0.3
O 1.3656 -3.4226 -4.2620 0.4 -0.4 -0.1
H 1.6074 -4.1156 -1.7771 0.5 -0.2 0.3
H 2.4306 -5.4581 -2.7075 0.1 0.3 -0.1
H 0.9049 -5.7258 -1.8750 -0.1 -0.1 0.0
H 0.3778 -5.3226 -4.2156 0.7 0.0 -0.9
H -1.2251 -3.4020 -4.0506 0.1 -0.3 -0.5
H -0.4690 -3.0016 -2.5911 -0.2 0.0 0.6
H -1.4733 -4.4772 -2.7103 0.5 -0.3 0.1
H 0.7330 -2.7066 -4.3553 0.0 0.4 -0.6
C 0.6559 9.0252 -0.4637 -0.6 -1.2 -1.0
C 1.3519 8.8020 0.8350 -0.3 0.9 0.3
C 2.6784 8.0922 0.8717 0.3 -0.7 -1.1
O 1.4500 10.1258 1.3637 0.2 -0.3 0.9
H -0.3851 9.3026 -0.2978 -0.1 -0.3 0.2
H 0.6974 8.0469 -0.9425 -0.4 0.0 -0.6
H 0.9954 9.7935 -1.1583 0.8 -0.1 0.3
H 0.6954 8.1804 1.4438 -0.4 0.2 0.3
H 3.2474 8.2757 -0.0397 0.6 0.8 0.3
H 2.5865 7.0096 0.7844 -0.5 -0.2 0.4
H 3.1975 8.2810 1.8113 0.2 0.2 -0.3
H 1.5990 9.9728 2.2997 0.1 0.6 0.3